(1)
# C5H7N

The molecule C5H7N in a non-equilibrium geometry (wB97M-V/def2-TZVPD, the Open Molecules 2025 dataset).

Calculated values
- Multiplicity: 1
- E_HOMO: -8.468 eV
- Electronic energy: -249.36017 hartree
- Energy relative to the best compared isomer or geometry (same formula, charge and spin): 3.077 eV
- Lowest unoccupied orbital energy: 0.04411 Ha
- Structure (SMILES): C1=CN2C[C@@H]2C1

Last column: Löwdin charge in e.
Atoms and positions in Å:
C -1.107 0.726 -0.005  -0.13
C -1.141 -0.782 0.213  -0.09
C 0.333 0.900 -0.611  -0.17
N 0.885 -0.404 -0.761  -0.13
C 1.552 0.283 0.307  -0.08
C -0.012 -1.331 -0.213  -0.14
H -1.234 1.311 0.915  0.10
H -1.942 1.049 -0.657  0.11
H -1.945 -1.348 0.660  0.09
H 0.454 1.653 -1.397  0.12
H 1.139 0.280 1.315  0.09
H 2.616 -0.028 0.358  0.10
H 0.418 -2.319 -0.119  0.12


(2)
# C4H6N3O2

The ion C4H6N3O2 with charge +1 in a non-equilibrium geometry (wB97M-V/def2-TZVPD, the Open Molecules 2025 dataset).

Calculated values
- Multiplicity: 1
- E_HOMO (alpha / beta): -12.481 / -12.481 eV
- Electronic energy: -470.42202 hartree
- Energy relative to the best compared isomer or geometry (same formula, charge and spin): 3.879 eV
- Lowest unoccupied orbital energy (alpha / beta): -0.18528 / -0.18530 Ha
- Total charge: +1
- Structure (SMILES): N/C(O)=C\N=C/[NH+]=C=O

Last column: Löwdin charge in e.
Atoms and positions in Å:
C 0.248 -0.144 0.280  -0.13
C -0.751 1.737 -0.530  -0.08
C 0.631 -1.465 0.001  -0.33
C -0.290 1.923 1.875  -0.19
N -0.316 0.585 -0.634  0.05
N -0.749 2.450 0.807  0.19
N 0.521 -2.091 -1.186  0.22
O 1.320 -2.117 1.012  0.08
O 0.137 1.926 2.909  0.34
H 0.571 0.350 1.336  0.14
H -1.066 2.452 -1.210  0.11
H -1.561 3.017 0.924  0.18
H -0.223 -1.623 -1.693  0.13
H 0.668 -3.088 -1.091  0.14
H 1.778 -1.434 1.561  0.14


(3)
# C4H6O2

A cluster of 2 separate species, C4H6O2 in total (wB97M-V/def2-TZVPD, the Open Molecules 2025 dataset).

Calculated values
- Multiplicity: 1
- E_HOMO: -9.679 eV
- Electronic energy: -306.30290 hartree
- Energy relative to the best compared isomer or geometry (same formula, charge and spin): 5.535 eV
- Lowest unoccupied orbital energy: 0.03598 Ha

Last column: Löwdin charge in e.
Atoms and positions in Å:
O -1.488 0.264 -1.933  -0.09
C 0.064 0.620 0.038  -0.07
C 0.000 0.097 1.390  -0.08
C -0.070 -0.946 0.326  -0.17
O 1.337 -1.184 0.232  -0.03
C 1.327 0.172 0.696  -0.19
H -0.709 0.506 -2.448  0.05
H -0.265 1.572 -0.380  0.14
H -0.569 0.381 2.256  0.13
H -0.745 -1.808 0.300  0.16
H -1.113 -0.406 -1.343  -0.01
H 2.231 0.732 0.866  0.15


(4)
# C4H8O4P

A cluster of 2 separate species, C4H8O4P in total in a non-equilibrium geometry (wB97M-V/def2-TZVPD, the Open Molecules 2025 dataset).

Calculated values
- Multiplicity: 1
- E_HOMO: -3.828 eV
- Electronic energy: -799.57827 hartree
- Energy relative to the best compared isomer or geometry (same formula, charge and spin): 1.416 eV
- Lowest unoccupied orbital energy: 0.12835 Ha
- Total charge: -1

Last column: Löwdin charge in e.
Atoms and positions in Å:
C -1.289 0.016 -0.312  -0.25
C -2.510 0.789 -0.060  -0.40
C -1.437 -1.467 -0.075  -0.21
C 1.997 1.198 0.571  -0.32
O 1.491 -1.480 1.250  -0.33
O 1.877 -0.872 -1.215  -0.34
O -3.499 0.428 0.566  -0.06
O 3.168 1.398 -0.169  -0.13
P 1.398 -0.517 0.141  0.56
H -0.823 0.291 -1.255  0.04
H -1.593 -1.651 0.988  0.07
H -2.305 -1.878 -0.606  0.06
H -0.542 -2.003 -0.388  0.03
H 1.230 1.943 0.327  0.08
H 2.213 1.228 1.640  0.08
H 3.103 0.759 -0.901  0.05
H -2.477 1.818 -0.502  0.09


(5)
# C56H84AsF6N8O6

A structure of composition C56H84AsF6N8O6 in a non-equilibrium geometry (wB97M-V/def2-TZVPD, the Open Molecules 2025 dataset).

Calculated values
- Multiplicity: 2
- E_HOMO (alpha / beta): -19.529 / -19.526 eV
- Electronic energy: -5906.43448 hartree
- Lowest unoccupied orbital energy (alpha / beta): -0.47856 / -0.55463 Ha
- Total charge: +6
- <S²>: 0.76

Last column: Löwdin spin population.
Atoms and positions in Å:
C 4.527 -0.572 11.344  0.00
N 3.754 -0.208 10.137  0.00
C 2.893 -1.089 9.714  0.00
C 2.039 -0.818 8.633  0.00
C 2.123 0.339 7.852  0.00
C 3.217 1.193 8.226  0.00
C 4.061 0.868 9.367  0.00
C 1.174 0.652 6.729  0.00
C 1.564 1.108 5.454  0.00
C 0.587 1.328 4.454  0.00
N -0.757 1.162 4.748  0.00
C -1.178 0.729 5.989  0.00
C -0.189 0.552 6.938  0.00
C -1.724 1.148 3.689  0.00
H 4.724 -1.626 11.148  0.00
H 3.871 -0.390 12.196  0.00
H 5.435 0.029 11.373  0.00
H 2.685 -1.961 10.316  0.00
H 1.180 -1.460 8.506  0.00
H 3.266 2.117 7.669  0.00
H 4.766 1.581 9.768  0.00
H 2.553 1.462 5.203  0.00
H 0.772 1.504 3.405  0.00
H -2.216 0.474 6.147  0.00
H -0.548 0.278 7.919  0.00
H -2.614 0.549 3.888  0.00
H -1.140 0.687 2.893  0.00
H -2.050 2.159 3.447  0.00
C 1.831 -8.540 -6.150  0.00
N 2.458 -7.544 -5.263  0.00
C 2.762 -6.321 -5.779  0.00
C 3.215 -5.325 -5.004  0.00
C 3.438 -5.560 -3.680  0.00
C 3.213 -6.821 -3.155  0.00
C 2.593 -7.764 -3.964  0.00
C 3.983 -4.474 -2.780  0.00
C 3.236 -3.403 -2.417  0.00
C 3.724 -2.480 -1.517  0.00
N 4.928 -2.526 -1.086  0.00
C 5.800 -3.455 -1.582  0.00
C 5.359 -4.535 -2.316  0.00
C 5.399 -1.337 -0.330  0.00
H 2.570 -8.703 -6.934  0.00
H 0.857 -8.237 -6.534  0.00
H 1.726 -9.578 -5.833  0.00
H 2.683 -6.225 -6.852  0.00
H 3.454 -4.391 -5.490  0.00
H 3.314 -6.906 -2.083  0.00
H 2.298 -8.747 -3.628  0.00
H 2.244 -3.355 -2.841  0.00
H 3.076 -1.660 -1.244  0.00
H 6.796 -3.364 -1.175  0.00
H 6.104 -5.253 -2.626  0.00
H 5.763 -0.613 -1.059  0.00
H 6.306 -1.458 0.261  0.00
H 4.677 -1.032 0.427  0.00
C 0.249 -3.572 0.580  0.00
N -1.243 -3.488 0.728  0.00
C -1.764 -2.331 0.377  0.00
C -3.085 -2.043 0.631  0.00
C -3.868 -2.930 1.441  0.00
C -3.296 -4.197 1.740  0.00
C -1.975 -4.466 1.340  0.00
C -5.304 -2.784 1.761  0.00
C -6.287 -3.510 1.113  0.00
C -7.616 -3.383 1.542  0.00
N -7.860 -2.504 2.545  0.00
C -6.966 -1.680 3.052  0.00
C -5.638 -1.848 2.723  0.00
C -9.293 -2.257 2.611  0.00
H 0.558 -4.211 1.408  0.00
H 0.652 -2.570 0.724  0.00
H 0.397 -4.108 -0.357  0.00
H -1.046 -1.635 -0.030  0.00
H -3.607 -1.134 0.371  0.00
H -3.759 -4.995 2.302  0.00
H -1.417 -5.341 1.639  0.00
H -6.097 -4.213 0.315  0.00
H -8.431 -3.856 1.014  0.00
H -7.171 -0.800 3.644  0.00
H -4.905 -1.347 3.339  0.00
H -9.363 -1.497 3.389  0.00
H -9.714 -3.211 2.927  0.00
H -9.672 -1.859 1.669  0.00
C -3.822 5.090 -3.274  0.00
C -4.549 4.383 -4.352  0.00
C -3.810 3.034 -4.717  0.00
C -3.863 2.052 -3.487  0.00
N -2.929 0.806 -3.558  0.00
C -3.060 0.086 -4.934  0.00
C -4.154 -0.980 -4.644  0.00
C -3.863 -1.446 -3.246  0.00
C -3.301 -0.227 -2.493  0.00
C -1.450 1.221 -3.274  0.00
H -2.765 5.213 -3.512  0.00
H -3.839 4.672 -2.268  0.00
H -4.327 6.056 -3.253  0.00
H -4.559 5.078 -5.192  0.00
H -5.589 4.132 -4.147  0.00
H -2.752 3.220 -4.904  0.00
H -4.402 2.652 -5.548  0.00
H -4.863 1.623 -3.424  0.00
H -3.635 2.469 -2.506  0.00
H -2.063 -0.258 -5.208  0.00
H -3.353 0.784 -5.718  0.00
H -4.149 -1.876 -5.265  0.00
H -5.148 -0.540 -4.713  0.00
H -3.148 -2.266 -3.317  0.00
H -4.623 -1.760 -2.530  0.00
H -2.514 -0.515 -1.796  0.00
H -3.974 0.222 -1.762  0.00
H -1.189 2.054 -3.926  0.00
H -0.886 0.293 -3.371  0.00
H -1.405 1.570 -2.242  0.00
C 3.354 4.870 3.149  0.00
C 2.446 3.891 2.332  0.00
C 1.831 4.460 1.049  0.00
C 2.871 4.621 -0.055  0.00
N 2.238 5.240 -1.318  0.00
C 1.104 4.354 -2.021  0.00
C 1.184 4.853 -3.487  0.00
C 2.658 5.089 -3.778  0.00
C 3.356 5.317 -2.385  0.00
C 1.674 6.607 -1.015  0.00
H 4.173 5.216 2.518  0.00
H 3.727 4.520 4.111  0.00
H 2.819 5.739 3.532  0.00
H 1.680 3.670 3.076  0.00
H 2.994 2.966 2.156  0.00
H 1.368 5.400 1.350  0.00
H 1.045 3.776 0.728  0.00
H 3.298 3.620 -0.117  0.00
H 3.678 5.263 0.300  0.00
H 0.149 4.424 -1.500  0.00
H 1.488 3.336 -1.962  0.00
H 0.781 5.865 -3.457  0.00
H 0.647 4.297 -4.256  0.00
H 2.807 6.000 -4.357  0.00
H 3.144 4.212 -4.206  0.00
H 3.834 6.292 -2.281  0.00
H 4.148 4.596 -2.180  0.00
H 2.232 7.147 -0.251  0.00
H 0.701 6.401 -0.568  0.00
H 1.700 7.170 -1.948  0.00
As 2.722 -0.007 -4.598  0.00
F 4.112 -0.324 -3.488  0.00
F 2.657 -1.824 -4.899  0.00
F 1.310 0.384 -5.724  0.00
F 2.821 1.835 -4.287  0.00
F 3.718 0.076 -6.081  0.00
F 1.580 -0.301 -3.234  0.00
O 0.491 0.084 -0.597  0.00
C 1.309 0.370 0.352  0.00
O 0.997 0.026 1.503  0.00
O 2.376 0.839 0.012  0.00
H 1.009 0.593 -1.225  0.00
O -0.898 2.788 0.102  0.02
C -2.183 2.489 0.083  0.02
O -2.533 1.274 0.369  0.35
O -3.010 3.334 -0.311  0.61
H -0.680 1.898 0.388  0.00


Question: What is the formula in the third record?
Answer: C4H6O2